# 1
8
Properties=species:S:1:pos:R:3:forces:R:3:nbo_charge:R:1 method="wB97M-V/def2-TZVPD" homo_energy_ev=-10.17 gap_ev=10.33 spin_multiplicity=1
H -0.407 1.338 1.260 0.1870 -0.7867 1.0804 0.349
O 0.607 0.123 -0.671 3.1392 3.6531 -2.7825 -0.262
O 0.878 -0.352 -2.004 -0.8176 -2.9937 1.2183 -0.386
O -0.814 -1.446 0.165 -0.1773 -0.2303 -1.6890 -0.572
H 0.988 0.421 -2.526 -0.0019 1.8782 -0.2170 0.475
H -0.922 -0.047 2.072 -0.0271 0.2102 -0.2353 0.366
C -0.207 -0.430 0.088 -2.2327 -1.7266 7.3057 0.891
N -0.122 0.393 1.615 -0.0695 -0.0042 -4.6806 -0.860

=====

# 2
55
Properties=species:S:1:pos:R:3:forces:R:3:nbo_charge:R:1 method="wB97M-V/def2-TZVPD" homo_energy_ev=-10.76 gap_ev=8.20 charge=+1 spin_multiplicity=1
C 0.061 -0.364 -0.716 -2.1407 -0.0538 -0.7917 -0.112
H 1.651 3.359 2.099 -0.0568 0.2433 -0.1555 0.203
C 3.727 0.610 -0.876 0.5457 -0.2719 -0.1198 -0.434
C 0.301 -2.648 -3.778 0.2072 -0.0932 0.3565 -0.204
H 2.379 -0.551 -2.139 -0.1465 0.1461 0.3741 0.259
H -4.537 -0.855 3.393 0.1021 -0.3681 0.1115 0.198
H -4.020 -1.957 4.727 -0.0828 0.2609 -0.2446 0.178
H 3.666 2.042 0.797 -0.0079 -0.1625 -0.2964 0.239
H -2.375 -3.307 0.759 0.0958 0.2783 0.3075 0.216
C -0.066 4.817 -0.431 -0.2518 0.4295 -0.3309 -0.419
H -0.518 5.483 0.307 0.0503 -0.1015 -0.1049 0.211
O 0.177 2.438 -1.468 1.0840 -0.2380 0.9783 -0.646
N 1.412 0.057 -0.291 2.5042 0.6303 1.1897 -0.356
H -2.754 -4.007 3.693 -0.4532 -0.0705 -0.2653 0.169
C -0.125 0.032 -3.173 -0.2487 0.0679 -0.2092 -0.158
H -0.840 4.366 -1.059 0.2026 0.2162 0.2252 0.251
C 3.124 1.805 -0.128 0.6882 0.6657 0.2024 -0.415
C -2.103 -3.181 1.819 -0.0902 0.0973 -0.0177 -0.245
H -3.679 -4.622 2.247 0.4509 0.1505 0.3083 0.220
C -2.418 -1.321 3.452 0.4556 -0.4878 -0.0482 -0.238
H -0.526 0.557 -0.711 0.1600 -0.1936 -0.1588 0.257
O -4.276 -2.805 2.865 0.8810 -0.1186 -0.0429 -0.510
H 4.567 0.164 -0.331 -0.1943 0.2241 -0.0286 0.235
H 0.544 -2.943 -1.644 -0.1165 0.1165 -0.3102 0.212
H 0.608 5.404 -1.074 -0.1880 -0.1351 0.1496 0.207
H 2.380 4.685 1.140 -0.2563 -0.1930 0.0363 0.208
C 1.434 4.195 1.424 0.0882 0.0951 0.0803 -0.415
H 1.459 1.491 1.283 0.2394 -0.1504 -0.2939 0.230
H -1.168 -3.737 2.008 -0.0955 0.1045 -0.1708 0.194
H 0.832 4.936 1.967 0.2086 -0.2980 -0.0312 0.228
H -1.169 0.108 1.721 -0.1672 -0.4229 -0.1860 0.192
H -2.287 -0.236 3.499 0.0566 -0.2430 0.2102 0.215
H 0.452 -3.709 -4.000 0.0052 0.4158 -0.0062 0.227
N 0.661 3.772 0.262 0.5017 -0.5951 0.2413 -0.413
H -0.605 -2.378 -0.077 -0.0997 0.5488 0.2495 0.220
C 0.334 -2.228 -2.442 -0.2217 0.3332 -0.4082 -0.217
H 2.902 -1.419 -0.683 -0.1854 0.3459 -0.1757 0.228
H 1.560 -0.433 0.587 -0.3293 -0.2367 0.1511 0.442
C -1.217 -0.937 1.377 0.3430 -0.3898 -0.9532 0.098
H 3.195 2.705 -0.758 -0.1141 -0.2641 0.2191 0.241
C 0.784 2.593 -0.399 -1.3782 0.4673 -1.1761 0.668
C 0.084 -1.731 -4.805 -0.1252 0.2372 -0.1383 -0.196
C -0.144 -0.383 -4.503 0.1688 -0.2940 0.0963 -0.213
C 1.669 1.513 0.204 -0.6088 -0.2102 -0.1018 -0.114
C -0.595 -1.325 0.224 0.3599 -0.3663 0.6079 -0.425
H 4.119 0.914 -1.855 -0.1120 -0.0185 0.3443 0.245
C -3.878 -1.693 3.664 -0.6400 -0.1528 0.0929 -0.076
H -0.289 1.075 -2.913 -0.0102 -0.3729 -0.2271 0.247
C 2.636 -0.430 -1.084 -0.2234 0.0188 -0.2530 -0.218
H -0.341 0.355 -5.282 0.1062 -0.3338 0.1445 0.227
C -3.201 -3.748 2.712 -0.7154 0.1574 0.2240 -0.085
H 0.087 -2.060 -5.849 -0.0586 0.0697 0.4338 0.229
N -1.942 -1.770 2.149 -0.1034 0.4028 0.1720 -0.394
C 0.092 -0.878 -2.144 -0.1250 -0.3003 -0.1484 -0.078
H -1.822 -1.820 4.234 0.0416 0.4134 -0.1122 0.189

=====

# 3
9
Properties=species:S:1:pos:R:3:forces:R:3:nbo_charge:R:1 method="wB97M-V/def2-TZVPD" homo_energy_ev="-10.47 / -11.14" gap_ev="9.40 / 9.60" spin_multiplicity=1
H -1.194 0.138 -1.126 0.0990 -0.5067 0.5785 0.224
H 1.112 -1.481 0.524 0.4108 0.2057 -0.7120 0.325
O 0.279 1.167 1.470 1.8140 0.0377 3.4553 -0.345
H -1.402 -0.817 0.494 0.1333 0.1287 0.5791 0.211
C -0.884 -0.090 -0.102 1.4942 -1.0829 -1.2905 -0.140
H 1.565 -0.580 -0.767 1.0305 1.5104 -0.1844 0.314
N -0.222 1.097 0.423 -2.9435 -1.3051 -3.4703 0.478
N 1.107 -1.413 -0.514 -2.7462 -0.8015 1.2659 -0.672
O -0.362 1.979 -0.402 0.7079 1.8138 -0.2216 -0.395

=====

Number 1: electronic energy -320.237942 Eh. Number 2: electronic energy -1094.568031 Eh. Number 3: electronic energy -300.252656 Eh.